1.
{"formula": "C38H49ClO6PSSr", "method": "the ωB97M-V functional and the def2-TZVPD basis", "largest_force_ev_per_a": 3.44, "relative_energy_kj_mol": 139.1, "charge": -1, "e_lumo_ev": 2.15, "homo_energy_ev": -3.4, "orbital_gap_ev": 5.574, "species": ["Sr", "O", "C", "O", "C", "C", "C", "C", "C", "O", "C", "C", "O", "O", "H", "H", "H", "H", "H", "H", "H", "H", "Cl", "C", "C", "C", "C", "C", "C", "C", "H", "H", "H", "H", "H", "H", "O", "S", "C", "C", "C", "C", "C", "C", "C", "C", "C", "C", "C", "C", "C", "C", "H", "H", "H", "H", "H", "H", "H", "H", "H", "H", "H", "H", "H", "H", "C", "C", "C", "P", "C", "C", "C", "C", "C", "C", "H", "H", "H", "H", "H", "H", "H", "H", "H", "H", "H", "H", "H", "H", "H", "H", "H", "H", "H", "H", "H"], "coordinates": [[-0.07, 0.30, 0.20], [-3.64, -1.90, 0.35], [-2.55, -1.67, -0.13], [-2.01, -0.48, -0.30], [-1.70, -2.83, -0.65], [-1.09, -2.53, -2.04], [-0.82, -3.84, -2.77], [0.33, -4.42, -1.91], [0.64, -3.24, -0.98], [0.26, -2.08, -1.75], [-0.37, -3.18, 0.16], [0.01, -2.10, 1.18], [-0.76, -1.86, 2.12], [1.08, -1.42, 0.94], [-2.36, -3.69, -0.69], [-1.62, -1.77, -2.60], [-0.48, -3.63, -3.78], [-1.70, -4.48, -2.83], [1.19, -4.69, -2.52], [0.02, -5.30, -1.34], [1.68, -3.15, -0.68], [-0.48, -4.12, 0.70], [2.38, 3.84, -3.03], [0.61, 3.58, -3.01], [-0.18, 4.64, -3.42], [-1.55, 4.51, -3.51], [-2.11, 3.27, -3.18], [-1.31, 2.22, -2.78], [0.11, 2.31, -2.65], [0.88, 1.19, -2.19], [0.30, 5.57, -3.68], [-2.17, 5.34, -3.82], [-3.18, 3.12, -3.24], [-1.78, 1.27, -2.50], [1.95, 1.34, -2.28], [0.56, 0.24, -2.63], [0.48, 3.14, 0.77], [1.97, 3.28, 0.54], [2.38, 5.05, 0.65], [1.19, 5.92, 0.33], [0.13, 5.99, 1.22], [-0.97, 6.78, 0.93], [-1.01, 7.52, -0.24], [0.05, 7.46, -1.13], [1.15, 6.66, -0.85], [2.73, 2.72, 2.10], [2.29, 3.46, 3.33], [3.13, 4.38, 3.96], [2.68, 5.12, 5.04], [1.38, 4.95, 5.51], [0.55, 4.02, 4.90], [1.00, 3.28, 3.82], [3.19, 5.19, -0.06], [2.74, 5.25, 1.67], [0.16, 5.40, 2.13], [-1.80, 6.82, 1.63], [-1.88, 8.13, -0.47], [0.02, 8.03, -2.05], [1.97, 6.59, -1.55], [3.81, 2.78, 1.94], [2.44, 1.67, 2.14], [4.14, 4.50, 3.60], [3.34, 5.83, 5.52], [1.02, 5.54, 6.35], [-0.46, 3.87, 5.27], [0.35, 2.56, 3.35], [5.50, 0.47, 3.59], [5.44, -0.95, 2.99], [6.78, -1.27, 2.32], [3.84, -1.14, 2.06], [4.18, -0.97, 0.23], [4.98, -2.04, -0.51], [4.71, 0.43, -0.11], [3.46, -2.95, 2.23], [4.62, -3.93, 2.32], [2.54, -3.12, 3.45], [6.35, 0.58, 4.27], [4.59, 0.72, 4.14], [5.61, 1.22, 2.79], [5.31, -1.64, 3.83], [7.00, -0.56, 1.53], [6.81, -2.27, 1.90], [7.59, -1.20, 3.05], [3.16, -1.01, -0.15], [6.03, -2.06, -0.21], [4.95, -1.83, -1.59], [4.57, -3.04, -0.38], [5.77, 0.54, 0.13], [4.17, 1.21, 0.42], [4.59, 0.63, -1.18], [2.86, -3.17, 1.34], [5.16, -3.81, 3.26], [5.33, -3.84, 1.51], [4.23, -4.96, 2.31], [3.07, -2.89, 4.37], [2.19, -4.16, 3.53], [1.66, -2.47, 3.39]], "mulliken_charge": [1.71, -0.78, -0.19, -0.72, 0.23, 0.05, -1.10, -0.98, 0.20, -0.38, 0.52, -0.53, -0.69, -1.03, 0.46, 0.55, 0.34, 0.39, 0.39, 0.35, 0.30, 0.60, -0.26, 0.49, -0.65, -0.51, -0.83, -0.35, 1.57, -2.62, 0.44, 0.37, 0.36, 0.28, 0.19, 0.79, -0.59, 1.12, -0.92, 0.11, 0.25, -0.87, -0.41, -0.62, -0.30, -0.15, -0.20, 0.09, -0.82, -0.46, -0.70, -0.43, 0.51, 0.29, 0.24, 0.41, 0.37, 0.38, 0.34, 0.61, -0.35, 0.47, 0.39, 0.40, 0.42, 0.43, -1.51, 0.48, -1.61, 0.49, 2.27, -1.87, -1.63, 1.71, -1.69, -1.70, 0.49, 0.38, 0.21, 0.48, 0.26, 0.24, 0.48, -0.73, 0.26, 0.50, 0.35, 0.15, 0.29, 0.50, -0.91, 0.32, 0.32, 0.43, 0.35, 0.41, 0.33]}

2.
{"formula": "C38H49NO2V", "method": "the ωB97M-V functional and the def2-TZVPD basis", "largest_force_ev_per_a": 3.40, "spin_multiplicity": 4, "relative_energy_kj_mol": 253.4, "e_lumo_ev": [-1.70, -2.06], "homo_energy_ev": [-5.6, -5.6], "orbital_gap_ev": [3.862, 3.506], "species": ["V", "C", "C", "C", "C", "C", "C", "H", "H", "H", "H", "H", "H", "C", "C", "C", "C", "C", "C", "C", "C", "C", "C", "C", "C", "C", "C", "C", "C", "C", "H", "H", "H", "H", "H", "H", "H", "H", "H", "H", "H", "H", "H", "H", "H", "H", "H", "H", "H", "H", "H", "H", "H", "H", "H", "H", "H", "H", "H", "C", "C", "C", "C", "C", "C", "N", "C", "C", "C", "C", "C", "C", "C", "O", "O", "C", "C", "H", "H", "H", "H", "H", "H", "H", "H", "H", "H", "H", "H", "H", "H"], "coordinates": [[2.12, -2.14, 0.98], [2.95, -2.60, -1.12], [1.62, -2.95, -1.34], [1.13, -4.13, -0.75], [1.84, -4.83, 0.25], [3.04, -4.25, 0.73], [3.67, -3.24, -0.07], [3.37, -1.72, -1.60], [1.01, -2.34, -1.93], [0.19, -4.52, -1.12], [1.37, -5.64, 0.79], [3.54, -4.63, 1.65], [4.60, -2.80, 0.27], [1.57, -0.04, 1.74], [0.52, -0.95, 2.14], [1.13, -2.06, 2.91], [2.52, -1.75, 2.96], [2.80, -0.55, 2.20], [4.16, 0.18, 2.02], [5.36, -0.50, 2.65], [4.49, 0.43, 0.55], [3.80, 1.50, 2.66], [0.61, -3.06, 3.95], [1.76, -3.74, 4.77], [-0.03, -4.40, 3.33], [-0.29, -2.29, 5.00], [-0.91, -0.70, 1.81], [-0.97, -0.06, 0.37], [-1.64, 0.38, 2.63], [-1.80, -1.95, 1.83], [1.46, 0.83, 1.12], [3.23, -2.31, 3.47], [5.49, -1.53, 2.41], [5.37, -0.50, 3.73], [6.26, 0.04, 2.27], [5.00, -0.48, 0.16], [5.21, 1.19, 0.50], [3.62, 0.66, -0.07], [3.67, 1.42, 3.74], [2.88, 1.84, 2.19], [4.59, 2.28, 2.50], [2.49, -4.26, 4.16], [1.29, -4.44, 5.50], [2.35, -3.05, 5.41], [-0.66, -4.21, 2.47], [-0.53, -4.85, 4.20], [0.77, -5.06, 2.94], [0.32, -1.48, 5.40], [-0.59, -2.99, 5.82], [-1.19, -1.82, 4.55], [-0.66, 1.06, 0.33], [-1.99, -0.07, 0.02], [-0.34, -0.57, -0.32], [-1.31, 1.36, 2.27], [-1.45, 0.33, 3.70], [-2.71, 0.34, 2.39], [-1.38, -2.70, 1.13], [-2.79, -1.64, 1.47], [-1.97, -2.41, 2.79], [-5.13, 1.61, -6.69], [-4.80, 1.76, -5.25], [-5.84, 1.93, -4.37], [-5.54, 1.95, -3.01], [-4.22, 1.89, -2.56], [-3.22, 2.14, -3.47], [-2.03, 2.76, -3.19], [-1.82, 3.91, -2.49], [-2.80, 4.90, -2.25], [-2.40, 6.17, -1.85], [-1.12, 6.45, -1.42], [-0.12, 5.41, -1.55], [-0.44, 4.16, -2.12], [0.55, 3.03, -2.37], [0.11, 2.00, -3.12], [1.70, 2.95, -1.84], [-3.48, 1.79, -4.86], [-2.34, 1.61, -5.86], [-6.22, 1.86, -6.82], [-5.08, 0.55, -6.94], [-4.57, 2.30, -7.35], [-6.87, 1.98, -4.70], [-6.31, 2.02, -2.25], [-3.95, 1.85, -1.50], [-1.03, 2.20, -3.36], [-3.85, 4.65, -2.44], [-3.13, 6.96, -1.96], [-0.77, 7.49, -1.27], [0.92, 5.49, -1.28], [-1.38, 1.50, -5.33], [-2.32, 2.44, -6.57], [-2.45, 0.67, -6.44]], "mulliken_charge": [-0.22, -0.22, -0.82, -0.19, -0.49, -0.31, -0.50, 0.43, 0.63, 0.45, 0.57, 0.41, 0.63, -0.39, -0.25, 1.39, -0.99, -1.47, 2.17, -1.95, -1.38, -1.70, 1.65, -1.91, -1.48, -1.39, 2.38, -2.03, -1.80, -1.89, 1.10, 1.00, 0.36, 0.38, 0.38, 0.19, 0.61, 0.20, 0.38, 0.45, 0.44, 0.34, 0.43, 0.37, 0.18, 0.56, 0.25, 0.36, 0.44, 0.19, 0.27, 0.64, -0.18, 0.48, 0.32, 0.47, 0.11, 0.61, 0.34, -1.50, 1.73, -1.01, -0.35, -0.80, 0.06, -0.03, 0.48, -0.56, -0.31, -0.86, -0.07, 0.01, 0.24, -0.83, -0.77, 0.11, -1.41, 0.36, 0.31, 0.33, 0.29, 0.37, 0.38, 0.56, 0.33, 0.35, 0.26, 0.47, 0.16, 0.31, 0.40]}